No. 1
{
  "formula": "C12H9CaF2N3OSe2",
  "method": "ωB97M-V/def2-TZVPD",
  "species": ["Ca", "Se", "Se", "C", "C", "C", "C", "C", "N", "C", "C", "C", "C", "C", "N", "H", "H", "H", "H", "H", "H", "H", "H", "O", "C", "N", "F", "C", "F", "H"],
  "xyz": [[-0.03955, -0.05179, -1.55590], [-0.63360, -0.32670, 2.71917], [-1.96616, 0.92971, 1.32776], [-0.75406, 2.27839, 0.87250], [-0.77499, 3.46405, 1.59588], [0.00065, 4.49992, 1.10439], [0.81234, 4.30181, -0.00694], [0.84038, 3.04848, -0.58567], [0.08189, 2.05744, -0.18936], [-0.32444, -1.86415, 1.59349], [-0.63735, -3.13530, 2.11523], [-0.34706, -4.21297, 1.33880], [0.37398, -4.01966, 0.12360], [0.65458, -2.70986, -0.24850], [0.34064, -1.62283, 0.47624], [-1.39468, 3.62133, 2.45401], [0.00224, 5.49389, 1.58825], [1.37732, 5.09929, -0.41494], [1.47223, 2.82731, -1.45091], [-1.14249, -3.11699, 3.09331], [-0.60300, -5.22516, 1.63851], [0.64578, -4.85307, -0.55944], [1.13857, -2.52394, -1.19095], [-2.87846, -2.38168, 0.17431], [-2.47329, -1.80070, -0.78181], [-2.04487, -1.13491, -1.65280], [1.80369, -0.81701, -2.85659], [1.69437, 0.61185, -3.40844], [2.85033, 1.18414, -2.86837], [1.92500, 0.37910, -4.44482]],
  "mulliken_charge": [1.87, 0.01, -0.10, 0.26, -0.59, -0.16, -0.78, -0.10, -0.19, 0.37, -0.61, -0.26, -0.65, 0.09, -0.48, 0.43, 0.35, 0.44, 0.36, 0.34, 0.40, 0.36, 0.45, -0.58, 0.89, -1.11, -0.41, -0.43, -0.28, 0.12],
  "e_homo_ev": -8.019,
  "e_lumo_ev": -0.841,
  "homo_lumo_gap_ev": 7.2
}


No. 2
{
  "formula": "C5H14NO2",
  "method": "ωB97M-V/def2-TZVPD",
  "species": ["C", "C", "C", "N", "C", "C", "O", "H", "H", "H", "H", "H", "H", "H", "H", "H", "H", "H", "H", "H", "H", "O"],
  "xyz": [[-0.04128, 1.89218, -1.65018], [1.14484, 2.85893, -1.41112], [-0.10203, 0.84538, -0.49678], [0.44939, -0.43829, -1.02207], [-0.33119, -1.59474, -0.58429], [-0.18999, -2.06362, 0.85631], [-0.78720, -1.21608, 1.75143], [0.12188, 1.42199, -2.62635], [-1.03303, 2.40303, -1.65244], [0.91110, 3.55074, -0.59596], [1.37612, 3.50463, -2.26272], [1.93369, 2.21445, -1.02656], [0.37947, 1.23644, 0.40578], [-1.15246, 0.69524, -0.16806], [1.41425, -0.40772, -0.69165], [-1.35828, -1.30112, -0.86919], [-0.09882, -2.36851, -1.31335], [0.89219, -2.17374, 1.11742], [-0.72384, -3.07382, 0.86230], [-0.50679, -2.04246, 4.46733], [-0.97901, -1.79892, 2.95187], [-1.31899, -2.14399, 3.95829]],
  "mulliken_charge": [-0.41, -1.16, -0.72, -0.37, -0.91, -0.23, -0.78, 0.34, 0.24, 0.28, 0.35, 0.31, 0.43, 0.42, 0.23, 0.41, 0.37, 0.19, 0.22, 0.22, 0.38, -0.80],
  "relative_energy_ev": 0.869,
  "e_homo_ev": -3.529,
  "e_lumo_ev": 3.585,
  "charge": -1,
  "homo_lumo_gap_ev": 7.1
}


No. 3
{
  "formula": "C13H23NO3",
  "method": "ωB97M-V/def2-TZVPD",
  "species": ["C", "C", "O", "C", "C", "C", "O", "C", "C", "C", "C", "C", "O", "H", "H", "H", "H", "H", "H", "H", "H", "H", "H", "H", "H", "H", "H", "H", "C", "N", "C", "C", "H", "H", "H", "H", "H", "H", "H", "H"],
  "xyz": [[3.92927, -2.07478, 1.01002], [2.99920, -0.89032, 0.89638], [1.65892, -1.27653, 1.01849], [0.83532, -0.18628, 0.89756], [-0.57128, -0.48325, 1.05836], [-1.57152, 0.47858, 0.73534], [-1.35780, 1.47269, 0.05257], [-2.97769, 0.28348, 1.21889], [-3.75641, -0.73165, 0.38325], [-3.02703, -2.07302, 0.25132], [-2.26437, -2.44283, 1.52698], [-0.83203, -1.88063, 1.54403], [1.27018, 0.94326, 0.70103], [4.97360, -1.77842, 0.91179], [3.80106, -2.57203, 1.97362], [3.70342, -2.81064, 0.23600], [3.18639, -0.14479, 1.67911], [3.10168, -0.37838, -0.06868], [-2.94506, -0.01262, 2.27186], [-3.48465, 1.25448, 1.20867], [-4.74251, -0.89255, 0.84125], [-3.95145, -0.31178, -0.61263], [-3.74059, -2.85894, -0.02385], [-2.30713, -2.03098, -0.57437], [-2.82141, -2.08931, 2.40202], [-2.22990, -3.53341, 1.64460], [-0.21313, -2.51995, 0.90144], [-0.39260, -1.98356, 2.54259], [2.47105, 2.79749, -1.88587], [1.13639, 2.47176, -2.37857], [0.18190, 3.56680, -2.52509], [0.69130, 1.17441, -2.34314], [2.65577, 3.87027, -1.92600], [2.56354, 2.46570, -0.85251], [3.22255, 2.29565, -2.49301], [0.64105, 4.52545, -2.28625], [-0.18234, 3.60352, -3.55056], [-0.65800, 3.40911, -1.85021], [-0.34388, 0.95572, -2.49742], [1.34821, 0.38827, -2.03896]],
  "mulliken_charge": [-1.33, 0.08, -0.36, -0.41, 0.76, 0.61, -0.72, -0.97, -0.75, -0.61, -0.96, -0.51, -0.63, 0.39, 0.32, 0.32, 0.31, 0.10, 0.34, 0.42, 0.32, 0.33, 0.39, 0.34, 0.40, 0.36, 0.28, 0.30, -0.81, 0.21, -0.82, -0.31, 0.33, 0.33, 0.34, 0.32, 0.34, 0.31, 0.32, 0.30],
  "relative_energy_ev": 4.309,
  "e_homo_ev": -6.008,
  "e_lumo_ev": -1.437,
  "homo_lumo_gap_ev": 4.6
}


No. 4
{
  "formula": "C3H5NO2",
  "method": "ωB97M-V/def2-TZVPD",
  "species": ["C", "N", "H", "C", "O", "H", "H", "C", "O", "H", "H"],
  "xyz": [[-0.14795, 1.65611, -1.59011], [-0.97002, 1.51055, -2.38767], [0.59209, 1.72960, -0.80705], [0.28799, 0.41085, 1.65839], [1.16564, 0.81383, 0.92605], [-0.77715, 0.65225, 1.49030], [0.51304, -0.21527, 2.53579], [-0.16048, -1.64476, -0.46798], [-0.67489, -1.80844, 0.61285], [-0.70041, -1.84619, -1.40811], [0.87213, -1.25854, -0.56247]],
  "mulliken_charge": [0.08, -0.38, 0.34, -0.13, -0.49, 0.28, 0.29, -0.12, -0.42, 0.27, 0.29],
  "relative_energy_ev": 3.020,
  "e_homo_ev": -10.701,
  "e_lumo_ev": 0.299,
  "smiles": "C#N.C=O.C=O",
  "homo_lumo_gap_ev": 11.0
}


No. 5
{
  "formula": "C8H14O2",
  "method": "ωB97M-V/def2-TZVPD",
  "species": ["C", "C", "C", "C", "C", "C", "O", "C", "C", "H", "H", "H", "H", "H", "H", "H", "H", "H", "H", "H", "H", "H", "O", "H"],
  "xyz": [[-2.79729, -1.04263, -0.39132], [-1.68698, -0.06084, 0.01331], [-2.28620, 1.13623, 0.76192], [-0.57532, -0.76232, 0.83411], [0.62587, -0.75717, -0.06416], [2.61557, -0.85952, 0.50754], [1.53701, -1.67388, 0.03245], [0.34176, 0.01038, -1.26446], [-0.94410, 0.40505, -1.21762], [-2.37993, -1.91278, -0.91734], [-3.32430, -1.39899, 0.50439], [-3.52870, -0.55449, -1.05039], [-2.78961, 0.79103, 1.67633], [-1.50482, 1.85541, 1.04608], [-3.02676, 1.65507, 0.13673], [-0.33476, -0.21170, 1.75478], [-0.84467, -1.78234, 1.13985], [3.17548, -1.48700, 1.20992], [1.06313, 0.23395, -2.04889], [-1.43847, 0.99886, -1.99085], [3.09626, -0.35412, -0.34153], [4.69268, 1.27101, -0.49607], [5.38591, 1.95170, -0.21575], [4.92820, 2.54910, 0.38095]],
  "mulliken_charge": [-1.70, 2.02, -1.79, -1.10, 0.73, -0.48, -0.39, -0.68, -1.02, 0.40, 0.39, 0.42, 0.40, 0.42, 0.41, 0.35, 0.29, 0.36, 0.42, 0.39, 0.16, 0.34, -0.66, 0.32],
  "relative_energy_ev": 4.426,
  "e_homo_ev": [-6.849, -8.446],
  "e_lumo_ev": [-0.188, 0.316],
  "homo_lumo_gap_ev": [6.7, 8.8]
}


No. 6
{
  "formula": "C17H34O2",
  "method": "ωB97M-V/def2-TZVPD",
  "species": ["C", "C", "C", "C", "C", "C", "C", "C", "C", "C", "C", "C", "C", "C", "C", "C", "O", "O", "C", "H", "H", "H", "H", "H", "H", "H", "H", "H", "H", "H", "H", "H", "H", "H", "H", "H", "H", "H", "H", "H", "H", "H", "H", "H", "H", "H", "H", "H", "H", "H", "H", "H", "H"],
  "xyz": [[6.21326, -0.22625, -3.90608], [6.26110, -0.47638, -2.40312], [5.38492, 0.48614, -1.59940], [3.89046, 0.24497, -1.79983], [3.01061, 1.24114, -1.04266], [3.15435, 1.21255, 0.48109], [2.88246, -0.14481, 1.13116], [1.46503, -0.65969, 0.89059], [1.19143, -1.93693, 1.68277], [-0.16570, -2.56766, 1.36872], [-1.34756, -1.72466, 1.84329], [-2.67948, -2.41338, 1.55369], [-3.88780, -1.67277, 2.12939], [-4.05518, -0.23420, 1.63894], [-4.21892, -0.13835, 0.11656], [-4.46228, 1.30094, -0.26066], [-5.53748, 1.81157, -0.42826], [-3.30437, 1.97137, -0.35577], [-3.40308, 3.35635, -0.65494], [6.49180, 0.80163, -4.12898], [6.90639, -0.88803, -4.42083], [5.21771, -0.40660, -4.30304], [7.29487, -0.37059, -2.06469], [5.95085, -1.50342, -2.19608], [5.62637, 1.51363, -1.88259], [5.62768, 0.36764, -0.54177], [3.65214, 0.33226, -2.86176], [3.64551, -0.77356, -1.49361], [3.25245, 2.25083, -1.38559], [1.96755, 1.05276, -1.30532], [2.45874, 1.94554, 0.89871], [4.16173, 1.53375, 0.75338], [3.03967, -0.04312, 2.20849], [3.60298, -0.88015, 0.76892], [0.75441, 0.11643, 1.18019], [1.32277, -0.86658, -0.17151], [1.24960, -1.72056, 2.75226], [1.97466, -2.66397, 1.45243], [-0.24686, -2.72786, 0.29067], [-0.21648, -3.54766, 1.85037], [-1.25681, -1.55067, 2.91821], [-1.32175, -0.75754, 1.34182], [-2.66015, -3.41631, 1.98810], [-2.79804, -2.53361, 0.47525], [-4.79064, -2.23670, 1.88354], [-3.80005, -1.64972, 3.21826], [-3.19630, 0.36510, 1.94380], [-4.94276, 0.19220, 2.11242], [-3.31293, -0.48225, -0.37992], [-5.07236, -0.73618, -0.20349], [-3.99092, 3.86848, 0.10947], [-3.88648, 3.50086, -1.62323], [-2.38544, 3.73769, -0.67518]],
  "mulliken_charge": [-1.19, -0.56, -0.37, -0.40, -0.94, -0.98, -0.74, -0.27, -0.78, -0.85, -0.09, -0.74, -0.89, -0.71, -0.21, 0.26, -0.60, -0.23, -0.69, 0.29, 0.37, 0.32, 0.34, 0.30, 0.26, 0.27, 0.33, 0.20, 0.45, 0.35, 0.44, 0.38, 0.47, 0.28, 0.21, 0.27, 0.35, 0.36, 0.35, 0.39, 0.26, 0.05, 0.44, 0.31, 0.38, 0.35, 0.28, 0.44, 0.27, 0.39, 0.31, 0.29, 0.22],
  "relative_energy_ev": 0.407,
  "e_homo_ev": -10.269,
  "e_lumo_ev": 0.766,
  "smiles": "CCCCCCCCCCCCCCCC(=O)OC",
  "homo_lumo_gap_ev": 11.0
}


What did the third record say?
{
  "formula": "C13H23NO3",
  "method": "ωB97M-V/def2-TZVPD",
  "species": ["C", "C", "O", "C", "C", "C", "O", "C", "C", "C", "C", "C", "O", "H", "H", "H", "H", "H", "H", "H", "H", "H", "H", "H", "H", "H", "H", "H", "C", "N", "C", "C", "H", "H", "H", "H", "H", "H", "H", "H"],
  "xyz": [[3.92927, -2.07478, 1.01002], [2.99920, -0.89032, 0.89638], [1.65892, -1.27653, 1.01849], [0.83532, -0.18628, 0.89756], [-0.57128, -0.48325, 1.05836], [-1.57152, 0.47858, 0.73534], [-1.35780, 1.47269, 0.05257], [-2.97769, 0.28348, 1.21889], [-3.75641, -0.73165, 0.38325], [-3.02703, -2.07302, 0.25132], [-2.26437, -2.44283, 1.52698], [-0.83203, -1.88063, 1.54403], [1.27018, 0.94326, 0.70103], [4.97360, -1.77842, 0.91179], [3.80106, -2.57203, 1.97362], [3.70342, -2.81064, 0.23600], [3.18639, -0.14479, 1.67911], [3.10168, -0.37838, -0.06868], [-2.94506, -0.01262, 2.27186], [-3.48465, 1.25448, 1.20867], [-4.74251, -0.89255, 0.84125], [-3.95145, -0.31178, -0.61263], [-3.74059, -2.85894, -0.02385], [-2.30713, -2.03098, -0.57437], [-2.82141, -2.08931, 2.40202], [-2.22990, -3.53341, 1.64460], [-0.21313, -2.51995, 0.90144], [-0.39260, -1.98356, 2.54259], [2.47105, 2.79749, -1.88587], [1.13639, 2.47176, -2.37857], [0.18190, 3.56680, -2.52509], [0.69130, 1.17441, -2.34314], [2.65577, 3.87027, -1.92600], [2.56354, 2.46570, -0.85251], [3.22255, 2.29565, -2.49301], [0.64105, 4.52545, -2.28625], [-0.18234, 3.60352, -3.55056], [-0.65800, 3.40911, -1.85021], [-0.34388, 0.95572, -2.49742], [1.34821, 0.38827, -2.03896]],
  "mulliken_charge": [-1.33, 0.08, -0.36, -0.41, 0.76, 0.61, -0.72, -0.97, -0.75, -0.61, -0.96, -0.51, -0.63, 0.39, 0.32, 0.32, 0.31, 0.10, 0.34, 0.42, 0.32, 0.33, 0.39, 0.34, 0.40, 0.36, 0.28, 0.30, -0.81, 0.21, -0.82, -0.31, 0.33, 0.33, 0.34, 0.32, 0.34, 0.31, 0.32, 0.30],
  "relative_energy_ev": 4.309,
  "e_homo_ev": -6.008,
  "e_lumo_ev": -1.437,
  "homo_lumo_gap_ev": 4.6
}